{"formula": "C4H4N2S", "method": "ωB97M-V/def2-TZVPD", "de_lowest_kj_mol": 146.5, "e_lumo_ha": 0.0084, "total_energy_ha": -662.46984, "spin_multiplicity": 1, "charge": 0, "symbols": ["H", "H", "H", "N", "C", "S", "C", "H", "C", "C", "N"], "xyz": [[-1.7740, -0.1099, -0.8234], [-0.2594, -0.4439, -1.7194], [-0.7817, -0.7541, 1.3094], [1.5665, -2.5563, 0.4295], [-0.7361, -0.0367, -0.7723], [-0.0585, 2.8560, -0.9762], [0.8111, -1.6892, 0.5080], [0.7638, 1.1967, 1.4557], [-0.0769, 1.3205, -0.4752], [-0.0640, -0.5279, 0.5087], [0.6091, 0.7448, 0.5552]], "lowdin_charge": [0.09, 0.15, 0.15, 0.16, -0.07, 0.67, -0.16, 0.15, -0.86, -0.32, 0.04]}

***

{"formula": "C4H6HgO2", "method": "ωB97M-V/def2-TZVPD", "de_lowest_kj_mol": 199.6, "e_lumo_ha": [0.0240, -0.0655], "total_energy_ha": -459.65107, "spin_multiplicity": 3, "charge": 0, "symbols": ["H", "H", "C", "C", "C", "Hg", "H", "H", "O", "C", "H", "O", "H"], "xyz": [[-1.5526, -0.1641, -1.7625], [2.2953, -0.2370, -2.8745], [1.2081, -0.0544, -2.7929], [0.8645, 0.6961, -1.5593], [-1.6551, 0.5487, -0.9272], [-1.2276, -1.5400, 2.3334], [-2.7064, 0.6464, -0.6124], [0.7012, -1.0309, -2.8176], [-1.0432, -0.0877, 0.2603], [0.2111, -0.3885, 0.5114], [0.9016, 0.5245, -3.6741], [1.1131, -0.0171, -0.3931], [1.0059, 1.7745, -1.4853]], "lowdin_spin": [0.05, 0.03, 0.09, 0.67, 0.75, 0.01, 0.05, 0.01, 0.14, 0.04, 0.00, 0.13, 0.03]}

***

{"formula": "C43H41N2O4P2RuS", "method": "ωB97M-V/def2-TZVPD", "e_lumo_ha": [-0.3125, -0.4038], "total_energy_ha": -3248.51177, "spin_multiplicity": 5, "charge": 3, "symbols": ["O", "O", "N", "H", "H", "H", "H", "H", "C", "H", "H", "C", "C", "H", "H", "C", "C", "H", "C", "H", "C", "H", "C", "C", "O", "C", "C", "S", "C", "H", "C", "P", "C", "H", "C", "Ru", "C", "C", "H", "H", "C", "H", "H", "C", "C", "C", "C", "H", "C", "H", "C", "H", "H", "H", "H", "H", "C", "C", "C", "C", "C", "C", "H", "H", "H", "H", "H", "H", "H", "C", "H", "C", "N", "H", "H", "P", "H", "H", "H", "C", "C", "H", "C", "O", "C", "C", "H", "C", "H", "C", "C", "C", "C", "C"], "xyz": [[0.1274, 3.2314, -0.2929], [1.8557, -1.1581, -0.6700], [-3.0407, -5.5608, 1.2620], [3.0201, -1.6865, 2.9664], [-3.9857, -0.1511, 1.2006], [1.5987, 4.9744, -4.9871], [4.0341, -0.3913, -2.6492], [4.5508, 1.6723, 2.4478], [0.3736, 5.3835, -3.2717], [-1.6242, -5.5210, 4.0528], [2.4649, 1.3868, 1.1993], [-2.0981, 0.2411, 2.1560], [1.8511, -2.4755, 1.3247], [-4.0739, 0.2082, -4.1066], [6.6905, 2.3010, -1.2065], [-1.5468, 2.9007, 1.2622], [-1.3573, 0.1191, 3.3347], [0.5897, -4.1755, 1.6739], [1.0497, -0.5089, -5.1064], [0.8130, -1.2220, 2.4997], [1.2993, 2.9715, -2.2679], [-2.6469, -1.5394, -3.0931], [-2.3574, 0.8657, -0.7153], [-3.3978, -0.2532, 2.1046], [0.7780, -1.4931, 1.5730], [-2.4137, 4.6717, 2.6329], [4.5654, 1.7163, 1.3674], [-2.0515, -3.2403, 2.3107], [5.7679, 2.0779, -0.6889], [-0.7627, 5.5594, -1.4617], [-1.9122, -0.4812, 4.4550], [-1.4097, 1.1882, 0.7789], [0.9734, 0.2905, -3.9796], [-1.5910, -1.1597, -0.9101], [-0.6847, 3.8113, 0.6532], [0.6317, 0.1668, -0.0249], [-3.7760, 1.6052, -2.5113], [2.2061, -1.2366, -5.3651], [4.1767, -1.7529, -4.6892], [2.3652, 2.7967, -4.1332], [-2.7917, -0.5954, -2.5855], [-3.1679, -7.5264, 3.6726], [-1.4988, 6.5891, 2.3511], [3.3987, 1.5320, 0.6439], [-2.5014, -7.1853, 2.8831], [-1.5205, 5.5546, 2.0361], [5.7520, 1.9786, 0.6957], [-3.6520, -1.4287, 5.2772], [-2.3974, -4.9647, 2.2427], [0.2174, -0.5509, -5.7958], [-3.2088, -0.9765, 4.3998], [-2.7639, -7.5829, 0.7305], [-0.3641, 0.5577, 3.4035], [2.1359, -3.1884, 3.3436], [0.0805, 0.8815, -3.8041], [0.0736, 5.8238, 0.6157], [-2.4136, 3.3361, 2.2665], [3.2093, -0.3963, -3.3481], [4.6001, 1.8976, -1.4138], [2.6552, -1.8752, 0.1740], [1.7112, 3.4116, -3.5291], [-0.6392, 5.1358, 1.0461], [-3.0764, 2.6388, 2.7611], [-1.6523, -7.8615, 2.8163], [-3.4200, -5.0600, 0.4743], [4.6229, 1.9915, -2.4921], [2.2687, -1.8466, -6.2559], [-3.0947, 5.0217, 3.3958], [-0.0017, 6.3179, -3.6665], [0.4454, 3.7762, -1.5193], [3.5836, -3.2166, 2.3223], [2.6881, -2.6499, 2.5740], [-2.0396, -5.8153, 3.1826], [-4.4032, 2.3646, -2.9577], [-1.3445, -0.5431, 5.3735], [1.8827, 1.3853, -1.6566], [-3.2790, 2.8083, -0.8040], [0.5825, -3.6110, -0.0205], [-4.9683, -1.2341, 3.1923], [2.0613, 0.3557, -3.1045], [-3.5914, 0.3888, -3.1556], [6.6668, 2.1219, 1.2544], [-3.2250, -7.0018, 1.5261], [3.8183, -2.0157, -0.0276], [-3.9489, -0.8723, 3.2257], [1.2672, 4.6283, -4.0186], [-4.2854, -7.2397, 1.5744], [1.1984, -3.7681, 0.8651], [1.9701, -4.5004, 0.6258], [3.4099, 1.6024, -0.7481], [-2.1777, -0.3601, -1.3660], [-3.1519, 1.8522, -1.2965], [3.2808, -1.1820, -4.4885], [-0.0542, 4.9644, -2.0166]], "lowdin_spin": [0.04, 0.19, 0.04, 0.00, 0.00, 0.00, 0.00, 0.00, 0.00, 0.00, 0.02, 0.00, 0.01, 0.00, 0.00, 0.01, 0.01, 0.01, 0.00, 0.00, 0.01, 0.00, 0.03, 0.01, 0.04, 0.00, 0.00, 0.70, 0.00, 0.00, 0.00, 0.03, 0.00, 0.01, 0.00, 2.52, 0.01, 0.00, 0.00, 0.00, 0.00, 0.00, 0.00, 0.03, 0.00, 0.00, 0.00, 0.00, 0.08, 0.00, 0.02, 0.00, 0.00, 0.00, 0.00, 0.00, 0.00, 0.00, 0.00, 0.02, 0.00, 0.00, 0.00, 0.00, 0.00, 0.00, 0.00, 0.00, 0.00, 0.00, 0.00, 0.00, 0.04, 0.00, 0.00, 0.00, 0.00, 0.00, 0.00, 0.00, 0.01, 0.00, 0.00, 0.02, 0.04, 0.00, 0.00, 0.02, 0.00, 0.00, 0.03, 0.00, 0.00, 0.00]}

***

{"formula": "CHNO2S", "method": "ωB97M-V/def2-TZVPD", "de_lowest_kj_mol": 520.4, "e_lumo_ha": [0.0047, -0.1241], "total_energy_ha": -641.87947, "spin_multiplicity": 3, "charge": 0, "symbols": ["O", "S", "H", "O", "N", "C"], "xyz": [[-1.0530, 1.4693, -0.5833], [1.8170, -0.6631, 1.0457], [-0.5440, -0.7988, 1.2048], [-0.1556, -0.1837, -1.6790], [-0.3984, 0.4626, -0.7509], [0.3341, -0.2862, 0.7626]], "lowdin_spin": [0.11, 0.94, 0.05, 0.13, 0.16, 0.60]}

***

{"formula": "C8H4FN2O", "method": "ωB97M-V/def2-TZVPD", "e_lumo_ha": [-0.2562, -0.2572], "total_energy_ha": -591.39051, "spin_multiplicity": 1, "charge": 1, "symbols": ["C", "C", "C", "C", "N", "H", "C", "C", "H", "N", "O", "F", "C", "C", "H", "H"], "xyz": [[-0.6999, 0.6902, 0.0028], [0.5755, -1.3687, -0.0065], [4.0327, 0.9344, -0.0013], [1.6095, -0.5294, -0.0053], [5.0278, -1.3389, 0.0009], [0.4365, 2.5338, 0.0068], [4.2340, -0.3805, 0.0003], [0.4506, 1.4532, 0.0026], [-1.6586, 1.1902, 0.0060], [5.6181, -2.2924, 0.0042], [2.8506, 1.5478, -0.0041], [4.9999, 1.8291, 0.0005], [1.7119, 0.8245, -0.0025], [-0.6613, -0.6918, -0.0017], [-1.5592, -1.2914, -0.0002], [0.6261, -2.4441, -0.0117]], "lowdin_charge": [-0.03, -0.01, -0.28, 0.21, -0.02, 0.15, 0.05, 0.06, 0.13, 0.35, 0.16, 0.20, -0.23, -0.02, 0.13, 0.14]}

***

{"formula": "C38H61BrFN14O5P", "method": "ωB97M-V/def2-TZVPD", "e_lumo_ha": 0.0011, "total_energy_ha": -5642.14140, "spin_multiplicity": 1, "charge": 0, "symbols": ["H", "C", "C", "C", "H", "H", "C", "N", "C", "H", "H", "C", "C", "H", "N", "C", "C", "C", "H", "H", "H", "H", "O", "C", "C", "H", "C", "P", "H", "H", "H", "H", "H", "C", "Br", "H", "H", "H", "H", "H", "C", "C", "H", "H", "N", "H", "C", "H", "C", "H", "C", "C", "H", "H", "H", "C", "H", "H", "H", "C", "H", "N", "H", "C", "H", "H", "N", "H", "N", "C", "N", "H", "N", "C", "C", "C", "C", "O", "H", "C", "H", "H", "H", "H", "N", "C", "H", "H", "F", "H", "H", "N", "C", "C", "H", "H", "H", "N", "N", "H", "H", "C", "H", "N", "O", "H", "C", "H", "H", "H", "C", "H", "H", "C", "O", "C", "N", "H", "C", "O", "H"], "xyz": [[-2.4720, 0.8134, 3.4615], [4.1040, -6.7447, 3.2363], [-0.8809, -2.5150, 0.3245], [-0.7359, 0.7920, 5.4749], [8.9808, 0.0390, 3.3797], [3.3479, -0.7853, 5.1158], [2.2351, -0.4986, 1.0372], [10.0790, -4.0920, 1.7284], [-8.0294, 2.2823, 4.4007], [4.4569, -2.0701, 4.2498], [-3.3841, 9.4582, -7.2405], [0.0695, 6.0523, -7.0997], [3.3810, -1.0214, 2.1020], [8.0614, -6.2062, 0.4612], [-6.9553, -0.6735, 3.1586], [3.3829, -1.7160, 4.4211], [-5.4805, -2.2887, 1.7186], [-2.8354, 0.7288, 2.3786], [-3.4319, -1.5231, -8.1256], [-5.0843, -1.0063, -7.8111], [0.1997, 2.6086, 6.0642], [2.2838, -6.6126, 4.3281], [-2.2560, -0.3835, 1.6432], [9.2616, -0.9744, 3.0810], [-4.0663, -1.7816, -6.1116], [4.1650, 1.2771, -0.7400], [-0.0746, -1.1623, 0.8253], [4.5318, 0.3567, 2.7372], [-3.0183, 10.3792, -8.6946], [-8.1436, 1.2434, 4.7180], [8.0247, -6.4806, 2.1991], [1.1119, 1.6684, 4.8867], [9.9208, -0.8869, 2.2139], [-0.4226, -2.5091, -2.3294], [0.4033, -4.0813, 0.3354], [3.0539, 1.9449, -3.5777], [2.0549, -0.0377, -1.2428], [-2.5045, 10.9775, -7.1215], [-3.7346, -0.0214, -7.2598], [-1.7146, -2.8184, 1.0447], [9.4678, -5.0540, 1.5637], [-10.9119, -2.8968, 4.4752], [-9.0695, -2.0070, 3.8927], [-2.2348, -3.2695, -1.2765], [-4.0556, -2.3554, -5.1124], [2.6927, -8.2369, 3.7871], [-3.8584, 3.5076, -8.3552], [2.1718, 3.3469, -2.9825], [4.1664, -2.3412, 1.5310], [-1.0168, -1.5598, 2.8930], [8.0841, -1.7938, 2.7814], [-4.5850, 11.1935, -7.5085], [0.0000, 5.0391, -6.6959], [5.6529, -0.2164, 3.4415], [5.1684, -2.1908, 0.9700], [2.7886, -0.4893, -0.4646], [-9.1289, -2.5236, 5.5737], [2.8655, -1.6081, -0.7766], [0.6552, -2.3099, -1.9491], [-9.7223, -2.0899, 4.7650], [-6.9677, 2.5293, 4.4772], [-3.8003, 2.3578, -8.3910], [-2.1982, -1.4325, -1.2640], [8.6872, -6.2770, 1.3542], [9.8515, -1.4016, 3.8953], [-5.5939, -3.3283, 2.0359], [3.8067, 1.4237, 3.7376], [3.5571, -7.5166, 5.1407], [-5.5811, 11.7617, -7.3994], [-8.8542, 3.1880, 5.2073], [7.1619, -2.4432, 2.5439], [-3.9809, 0.5278, 2.4150], [1.4870, 3.1258, -6.0881], [0.4597, 1.5911, 5.7617], [-4.0799, -1.0509, -7.3831], [-6.3072, -1.3847, 2.5249], [-3.3171, 10.4701, -7.6474], [2.5813, -1.5466, 3.2286], [-5.7476, -2.2424, 0.6598], [1.7548, 2.8383, -5.0052], [0.3699, 5.9635, -8.1466], [4.3096, -4.5018, 1.1965], [-0.6266, -1.8261, -3.2228], [-0.4398, -3.6116, -2.6575], [2.0471, 2.7643, -0.0454], [-1.5299, -2.3556, -1.1366], [-8.2973, 2.3288, 3.3424], [-0.4916, 0.2694, 2.6114], [-0.2622, -0.2113, -0.2372], [-9.9888, -1.0742, 5.0676], [2.8680, -2.5564, 5.0398], [-2.1941, 7.3453, -6.8517], [-0.9081, -0.6968, 2.1507], [2.0957, 2.4687, -3.6284], [9.3333, -7.1497, 1.2297], [-4.4185, -2.0386, 1.7958], [5.0939, 1.1739, 1.6890], [4.8802, -6.3064, 2.5069], [-11.8462, -3.5310, 4.2477], [4.3096, 1.3537, 4.6521], [0.8819, 6.5568, -6.5709], [4.2493, 0.1296, -0.7040], [1.0512, 1.1532, 6.5694], [-1.6748, 0.1617, 5.2494], [4.6504, -0.2702, -2.0701], [-4.7868, 5.3148, -7.7254], [-3.9296, 4.9713, -8.3096], [5.0728, -0.2601, -0.0160], [1.3422, 1.8090, -3.1906], [-3.0362, 5.4024, -7.8565], [3.1155, -7.3025, 4.1643], [4.8046, -1.2443, -1.9655], [-2.7379, 1.7365, 1.8073], [3.7173, -3.6745, 1.7186], [1.2542, -1.5844, 1.0914], [-1.1971, 6.7773, -6.9608], [-9.5021, 3.8992, 5.8408], [2.7944, -3.9874, 2.3130], [1.8086, 1.8361, 0.7054], [1.7790, 0.7544, 1.5884], [-4.0258, 5.4015, -9.3097]], "lowdin_charge": [0.04, -0.25, -0.49, -0.24, 0.08, 0.09, -0.34, 0.13, -0.10, 0.09, 0.03, -0.07, -0.40, 0.08, 0.15, -0.15, -0.05, -0.11, 0.08, 0.08, 0.09, 0.08, -0.24, -0.07, -0.28, 0.12, -0.38, 0.83, 0.08, 0.05, 0.07, 0.06, 0.08, -0.15, 0.72, 0.08, 0.14, 0.08, 0.04, 0.09, -0.27, -0.28, 0.04, 0.11, 0.11, 0.08, -0.26, 0.07, -0.13, 0.15, -0.28, -0.28, 0.05, 0.01, 0.08, -0.07, 0.08, 0.14, 0.05, -0.08, 0.08, 0.13, 0.12, -0.07, 0.09, 0.09, -0.33, 0.08, 0.12, -0.28, 0.15, 0.09, 0.13, -0.06, -0.08, -0.25, -0.09, -0.21, 0.09, -0.25, 0.09, 0.05, 0.08, 0.07, 0.18, -0.25, 0.08, 0.12, 0.02, 0.08, 0.11, 0.14, -0.08, -0.07, 0.08, 0.06, 0.02, 0.14, 0.12, -0.03, 0.09, -0.23, 0.08, 0.14, -0.12, 0.09, -0.07, 0.09, 0.08, 0.02, -0.06, 0.10, 0.11, -0.01, -0.12, -0.25, 0.12, 0.06, -0.21, -0.01, 0.09]}

***

Which value of charge does entry 1 give?
0